(1)
71
Properties=species:S:1:pos:R:3:forces:R:3 method="wB97M-V/def2-TZVPD" spin_multiplicity=1 e_homo_ev=-12.1 e_lumo_ev=-1.836 total_energy_ev=-50757.8190 total_charge=+1
N 0.235 -0.098 -0.137 1.2927 -1.5484 3.3681
H -0.448 -0.328 0.624 0.1732 0.9174 -0.8017
H 0.055 0.607 -0.783 -1.0559 1.4829 -1.2555
H 0.485 -0.962 -0.528 -0.0675 -1.8033 -1.7174
H 1.161 0.059 0.289 -0.2843 0.5204 0.4566
C -3.857 -2.398 -2.822 1.0766 0.8501 5.0019
C -2.650 -2.345 -1.777 -2.5886 -0.4294 2.9573
O -1.965 -1.151 -2.117 0.7047 0.5133 1.7474
C -2.424 -0.639 -3.254 1.2981 2.6211 -3.1610
O -2.039 0.297 -3.972 -0.2192 -2.2907 3.3245
O -3.395 -1.373 -3.662 -3.9615 -1.8566 -3.0711
F -1.775 -3.307 -1.818 1.7117 -1.8356 -0.4568
H -4.525 -2.027 -2.008 -0.7390 0.6772 -1.4537
H -4.383 -3.365 -3.045 1.4925 0.9310 -1.2129
H -3.074 -2.399 -0.557 1.3076 0.8235 -3.5547
C 1.224 4.616 0.492 6.8484 -0.4990 -1.9236
C 1.788 3.255 0.996 2.5249 5.4364 1.6232
O 1.695 2.452 -0.139 -0.2033 -1.8236 2.5955
C 1.427 3.242 -1.176 1.9754 -6.8335 -9.1837
O 1.506 2.795 -2.395 -1.0662 1.4779 5.7595
O 1.425 4.416 -0.883 -2.5840 5.7943 -0.4591
F 1.155 3.031 2.170 -1.0288 -1.9134 -0.1442
H 1.795 5.550 0.504 0.7644 -0.4082 1.6664
H 0.385 4.892 0.873 -6.3417 0.8666 1.4582
H 2.832 3.599 1.378 -0.9151 -1.9758 -1.2386
C -1.808 2.602 -1.379 -2.6546 2.4265 0.0458
O -1.306 2.296 -0.098 3.5874 -2.1278 -3.2472
C -2.051 2.625 0.964 -0.4647 -2.1297 2.9893
C -3.031 1.461 1.354 -4.4427 8.9617 -0.9401
O -2.331 0.508 1.685 5.2193 -8.8976 2.2922
C -3.112 -0.631 2.018 2.9388 -1.8489 1.9593
C -2.173 -1.845 2.531 3.0188 9.3305 -3.7799
O -1.453 -2.441 1.511 -0.1950 4.7178 -2.8883
C -0.888 -3.582 1.881 6.5857 1.0806 -0.1305
H -1.187 2.694 -2.275 1.0539 -0.0629 0.9700
H -2.356 3.576 -1.188 0.6938 -0.4444 -0.8908
H -2.621 2.001 -1.755 -0.3402 -1.0393 0.4153
H -2.590 3.425 0.639 -1.7793 2.9936 0.2722
H -1.314 2.756 1.802 -1.0383 0.3566 -0.4583
H -3.697 1.329 0.521 -0.5526 -0.4666 -1.0492
H -3.740 1.730 2.207 0.5227 0.5610 -0.6930
H -3.720 -0.903 1.211 -0.9547 -0.4779 -1.4074
H -3.719 -0.419 2.885 -0.4892 0.3804 0.2919
H -2.696 -2.531 2.781 -7.5836 -8.1449 3.9336
H -1.729 -1.459 3.434 1.4961 0.1163 0.0639
H -0.124 -3.268 2.643 -1.1212 -1.4223 0.7495
H -0.143 -3.915 1.127 -0.8477 0.0502 -0.3015
H -1.609 -4.258 1.949 -2.5776 -3.7049 1.5449
C 2.196 0.107 3.111 -0.8033 0.6126 -1.7565
O 1.694 -1.022 2.377 -1.2347 1.8213 -0.0634
C 2.584 -2.066 2.083 1.4448 1.4357 -2.4978
C 3.738 -1.573 0.979 3.3409 -4.8302 10.4439
O 3.039 -1.229 0.040 -4.0104 6.0990 -8.1730
C 3.866 -0.860 -1.091 1.0022 -3.9754 -2.0484
C 3.042 -0.262 -2.266 0.1930 1.3253 6.5865
O 2.073 -1.135 -2.490 -1.5228 -2.7965 -1.0144
C 1.350 -0.897 -3.658 -0.3589 -3.4794 -0.6397
H 2.812 0.777 2.514 1.1821 -0.6851 0.0665
H 2.481 -0.204 4.047 2.0517 -0.8938 1.9812
H 1.519 0.888 3.437 -1.8011 -0.5470 -0.5747
H 1.937 -2.824 1.681 0.1386 -0.6073 -0.2386
H 3.104 -2.336 2.924 1.0886 -1.1416 2.3261
H 4.428 -2.456 0.645 -0.5666 1.1284 1.1669
H 4.314 -0.822 1.695 -0.4668 -0.7748 -2.0342
H 4.248 -2.040 -1.268 -0.4376 3.1131 -0.7395
H 4.809 -0.280 -0.978 -0.8797 -0.0156 1.0401
H 3.710 -0.057 -3.017 1.2936 0.8294 -2.2319
H 2.570 0.651 -1.715 1.0610 -0.5153 -1.6357
H 1.931 -0.758 -4.571 0.1657 -0.3403 0.1208
H 0.778 -0.103 -3.488 -2.2872 4.0264 0.2460
H 0.565 -1.703 -3.722 1.2168 0.3085 -0.3966


(2)
66
Properties=species:S:1:pos:R:3:forces:R:3 method="wB97M-V/def2-TZVPD" spin_multiplicity=1 e_homo_ev=-7.9 e_lumo_ev=0.641 total_energy_ev=-45324.7099 smiles="CC[C@H](C)[PH3]CC(N)(N)N.O=C1CCCO1.O=C1CCCO1.O=C1CCCO1"
C -1.536 -1.232 4.362 0.9215 -0.2756 0.3187
C -0.579 -2.184 3.576 -1.3135 -0.0451 0.0881
C -1.130 -2.546 2.149 1.1174 -0.6019 1.1838
C -0.429 -3.873 1.719 -0.6940 -0.0855 0.2438
P -0.775 -1.076 0.974 0.1275 0.6914 -0.4112
C -0.212 0.413 -0.118 0.9163 0.2514 0.4042
C 1.278 0.789 0.258 -0.5123 -0.4031 -0.1394
N 1.987 1.286 -0.943 -0.2669 -0.2445 0.6596
N 2.073 -0.347 0.777 0.2606 0.4891 -0.1447
N 1.273 1.813 1.313 -0.0742 -0.3982 0.0367
H -1.216 -1.259 5.421 -0.2460 0.2532 -0.3874
H -1.485 -0.187 4.021 -0.1619 -0.3308 0.0322
H -2.576 -1.592 4.333 0.3422 0.1316 -0.1610
H 0.454 -1.790 3.521 -0.3973 0.0361 -0.0555
H -0.506 -3.099 4.192 -0.0128 0.2475 -0.4098
H -2.227 -2.669 2.231 0.4302 -0.0411 -0.0843
H 0.086 -4.342 2.577 -0.2134 0.2381 -0.3280
H -1.190 -4.602 1.387 0.4661 0.2439 -0.1806
H 0.344 -3.737 0.952 -0.4024 0.0406 0.0363
H -0.010 -1.908 0.096 -0.2680 -0.1932 0.0971
H -0.257 -0.345 2.107 -0.2654 -0.0547 -0.1001
H -2.148 -0.867 0.655 0.1843 -0.0345 -0.0095
H -0.266 0.128 -1.186 -0.1806 0.2379 0.4641
H -0.816 1.318 0.095 0.0561 -0.4666 -0.3841
H 2.068 0.461 -1.535 -0.0608 0.2015 -0.2534
H 2.941 1.425 -0.609 0.0028 0.2227 -0.1817
H 1.896 -0.543 1.751 -0.1472 -0.3477 -0.0553
H 2.015 -1.175 0.202 0.0378 -0.1706 0.1683
H 0.428 1.701 1.866 -0.0954 0.1248 -0.1766
H 2.009 1.574 1.974 0.2385 0.2822 -0.2039
O -1.872 -0.026 -3.173 -0.1183 -0.1149 -0.3337
C -1.944 1.115 -3.532 0.3108 -0.1975 0.3884
C -1.843 2.338 -2.654 -0.3451 0.4208 -0.1885
C -2.392 3.432 -3.557 -0.0267 0.2540 0.1320
C -2.034 2.913 -4.936 -0.0179 0.2728 -0.1349
O -2.091 1.479 -4.829 -0.0468 -0.1034 0.0502
H -0.794 2.504 -2.400 -0.0098 -0.1226 0.1051
H -2.438 2.218 -1.753 0.2203 -0.1397 0.0952
H -1.987 4.421 -3.349 -0.0294 -0.0413 -0.0342
H -3.477 3.486 -3.451 0.0531 0.0451 -0.0033
H -1.022 3.197 -5.238 -0.0107 -0.0491 0.0192
H -2.735 3.246 -5.699 0.0453 -0.2148 -0.0718
O 2.744 -4.314 1.149 -0.1242 0.3550 -0.3115
C 2.611 -4.842 0.082 0.1468 -0.2511 0.6319
C 3.207 -6.165 -0.330 0.1521 -0.0169 -0.5997
C 3.051 -6.131 -1.843 0.1849 -0.2540 -0.0969
C 1.819 -5.263 -2.018 -0.1087 -0.1099 -0.3280
O 1.855 -4.335 -0.922 0.1493 0.1130 0.1001
H 2.625 -6.970 0.123 0.0637 0.0370 0.1006
H 4.249 -6.233 -0.028 -0.1215 -0.0434 0.2847
H 2.952 -7.115 -2.300 -0.0704 0.0522 -0.0113
H 3.917 -5.639 -2.290 -0.0500 -0.0135 -0.0078
H 0.892 -5.839 -1.956 0.0216 0.0330 0.0414
H 1.829 -4.715 -2.958 -0.0955 0.1544 0.1443
O -2.724 5.364 -0.863 -0.1497 0.2632 0.0962
C -1.824 5.528 -0.090 0.0048 -0.1840 -0.3759
C -0.746 4.531 0.254 0.0668 0.0732 0.4600
C -0.161 5.116 1.525 0.3445 -0.2130 0.2608
C -0.401 6.601 1.341 0.1410 0.0842 0.1462
O -1.619 6.690 0.580 -0.1042 -0.0772 -0.0557
H -0.014 4.504 -0.556 -0.0615 -0.1441 -0.0326
H -1.166 3.543 0.422 0.0057 -0.0150 -0.3445
H 0.887 4.866 1.680 -0.0296 0.0153 -0.0259
H -0.725 4.754 2.388 0.0305 0.0432 -0.0066
H 0.399 7.084 0.775 -0.0457 -0.0185 -0.0225
H -0.524 7.122 2.289 -0.1644 0.1087 -0.1372


(3)
71
Properties=species:S:1:pos:R:3:forces:R:3 method="wB97M-V/def2-TZVPD" spin_multiplicity=2 e_homo_ev="-8.3 / -8.3" e_lumo_ev="-1.611 / -4.630" s2=0.758 total_energy_ev=-71389.1847
O -2.371 5.873 -1.884 -0.0659 -1.2936 -0.1787
V -2.066 4.332 -2.032 0.8886 0.5395 -0.8639
O -0.722 4.234 -2.853 -1.4047 0.0751 0.3673
N -2.733 0.828 -1.792 1.4290 -2.0087 0.9663
O -2.273 1.933 -1.878 0.4335 3.4395 -0.3512
O -2.102 -0.005 -1.152 -0.9310 -0.5709 -0.1285
O -3.770 0.506 -2.378 -0.8914 0.0605 -0.5568
N -4.431 3.384 -4.129 -4.0998 -0.5422 -3.9577
O -5.229 4.110 -4.748 0.9496 -1.0293 0.3049
O -4.392 2.163 -4.429 0.7356 0.3692 0.8834
O -3.810 3.884 -3.236 3.4503 1.3300 3.8925
C 1.848 3.508 1.414 -0.8658 1.7806 1.3187
C 0.694 2.964 0.564 1.1993 -3.4589 0.2313
C 0.310 1.609 1.279 -0.9308 -0.7072 0.9615
C -0.610 1.748 2.528 0.5135 -0.5963 -0.4625
C -1.788 2.604 2.231 -0.6256 -2.6424 1.6157
C -1.458 3.870 1.683 0.2914 4.1372 -0.7048
N -0.521 3.726 0.452 -4.4592 -2.3267 1.8154
O -0.555 4.956 -0.129 1.6579 0.7920 -0.7521
C -2.898 4.505 1.297 2.4808 0.1566 -0.4518
C -0.751 4.868 2.698 -1.0301 -0.7131 0.3439
C 1.213 2.589 -0.831 -0.3487 -0.0281 0.2497
H 1.843 4.588 1.265 0.6928 0.3283 0.0061
H 2.875 3.144 1.445 -0.2077 -0.3649 -1.2615
H 1.599 3.399 2.470 -0.3437 0.0883 0.1091
H -0.190 0.879 0.642 -0.3535 0.5003 -0.5906
H 1.176 1.018 1.577 0.5949 0.5647 -0.0758
H -0.158 2.124 3.446 0.6482 0.2281 -0.2265
H -1.081 0.832 2.886 0.6442 -0.6757 -0.4381
H -2.254 2.604 3.217 -0.6109 0.9981 -0.0474
H -2.527 2.116 1.596 0.1958 -0.3306 -0.3003
H -2.725 5.548 1.031 -0.4362 -0.0370 -0.1742
H -3.281 3.928 0.455 -0.2540 0.0124 -0.2349
H -3.616 4.439 2.114 0.3092 -0.1460 0.0743
H -0.190 5.705 2.283 0.0721 -0.2308 -0.3323
H -1.517 5.350 3.305 -0.1841 -0.0171 0.0066
H -0.130 4.333 3.417 0.1781 0.0198 -0.2250
H 0.578 1.887 -1.370 -0.6116 0.3848 0.0807
H 2.119 1.996 -0.712 0.4597 0.6585 -0.0805
H 1.288 3.525 -1.385 0.6144 -0.3158 -0.4026
H 0.161 5.376 0.354 0.2003 1.5580 -0.4468
C 1.612 -6.306 -1.261 0.8262 1.4299 1.0528
C 1.025 -5.590 0.024 0.5425 -0.2058 -0.5892
C 2.161 -5.329 1.148 -1.2235 -1.5970 -0.3912
C 3.103 -4.184 0.992 -0.7288 1.2671 -1.1725
C 2.429 -2.858 0.463 -0.8007 -2.8139 -0.6813
C 1.354 -3.127 -0.782 -0.0480 -0.0089 2.2878
N 0.448 -4.288 -0.423 0.2335 0.9414 2.9125
O -0.688 -4.450 -1.290 2.1557 0.2753 0.2584
C 0.546 -1.835 -0.925 -0.6739 0.2333 0.6376
C 2.139 -3.289 -2.026 2.5932 0.4951 -1.9192
C -0.015 -6.558 0.648 1.0499 0.8786 0.1820
H 1.836 -7.365 -1.134 -0.1657 0.0989 -0.1028
H 2.526 -5.732 -1.412 0.5031 -0.5598 -0.2267
H 1.053 -6.070 -2.166 -0.4412 -0.6066 0.1673
H 1.692 -5.458 2.123 -0.4608 0.9544 0.1119
H 2.829 -6.186 1.225 -0.1661 -0.6167 -0.6649
H 3.857 -4.520 0.279 0.3011 0.2681 -0.0007
H 3.580 -3.942 1.941 0.1985 -0.1291 -0.0566
H 3.290 -2.302 0.092 -0.5858 0.8301 0.1015
H 1.915 -2.508 1.358 -0.1203 0.8368 -0.4451
H 0.072 -1.570 0.020 -0.1814 -0.1670 0.0671
H 1.169 -0.978 -1.181 0.4031 -0.1822 -0.0099
H -0.239 -1.849 -1.681 0.0393 -0.3932 -0.0294
H 1.954 -4.044 -2.790 -0.6953 0.0287 0.2142
H 2.280 -2.332 -2.530 -0.9222 0.1926 -0.4277
H 3.212 -3.383 -1.863 0.2441 -0.9254 0.6365
H -0.423 -6.186 1.588 -0.5738 0.4689 -0.3604
H 0.596 -7.379 1.023 -0.1433 -0.5459 -0.5142
H -0.747 -6.848 -0.106 -0.0718 -0.1317 0.4023
H -0.122 -4.511 -2.063 -1.0721 -0.3023 -1.4231